Molecular formula: C5H7NO
Method: DFT, wB97M-V/def2-TZVPD

orbital gap	10.20	eV
largest force on an atom	0.36	eV/A
relative energy (zero: lowest compared OMol25 entry of this formula, charge and spin)	501.4	kJ/mol

Element x y z (Å)
O1 0.58586 -2.46232 -0.09810
C1 2.28209 0.25478 -0.10357
C2 1.04320 0.59116 0.14620
C3 -0.23301 0.70886 0.33127
C4 -1.48820 1.42416 0.54823
C5 -1.50981 -0.03416 0.29696
N1 -2.13342 0.51488 1.48762
H1 1.43971 -2.24807 0.29696
H2 2.95336 -0.05326 0.69469
H3 2.67577 0.22626 -1.11627
H4 -2.00834 2.20507 0.01222
H5 0.04160 -1.69722 0.12451
H6 -2.02151 -0.57494 -0.48659
H7 -1.54060 0.36567 2.30324



Molecular formula: C5H6O
Method: DFT, wB97M-V/def2-TZVPD

orbital gap	10.88	eV
largest force on an atom	0.50	eV/A
relative energy (zero: lowest compared OMol25 entry of this formula, charge and spin)	280.0	kJ/mol

Element x y z (Å)
C1 -1.43225 0.89284 -0.20683
C2 -0.90979 -0.46685 0.19945
O1 -0.51180 -1.28450 -0.89603
C3 0.46200 -1.00261 0.09494
C4 1.65465 -0.20231 -0.10700
C5 2.70615 0.36723 0.04559
H1 -1.08439 1.14015 -1.21247
H2 -1.17765 1.70923 0.47482
H3 -2.52600 0.82434 -0.24485
H4 -1.50400 -0.96421 0.96862
H5 0.69142 -1.89193 0.68588
H6 3.63166 0.87862 0.19787



Molecular formula: C3H7OS
Method: DFT, wB97M-V/def2-TZVPD

orbital gap	4.58	eV
largest force on an atom	5.24	eV/A
relative energy (zero: lowest compared OMol25 entry of this formula, charge and spin)	551.1	kJ/mol
net charge	-1

Element x y z (Å)
C1 1.28529 -0.83911 0.21981
O1 -0.46750 -2.71556 -0.62415
C2 -0.63624 -0.07236 0.11260
C3 0.65118 0.34776 0.06052
S1 -0.66515 3.38580 0.83901
H1 0.79486 -1.77857 -0.09748
H2 2.32758 -0.82224 0.39495
H3 -0.97965 -1.04808 -0.44145
H4 -1.39706 0.67840 -0.05517
H5 0.97933 1.38537 -0.04492
H6 -1.19184 -3.24263 -0.98794
H7 -0.70079 4.72122 0.62422